Formula: C5H13NO
Source: the Open Molecules 2025 dataset
Level of theory: ωB97M-V with the def2-TZVPD basis set

```
20
Properties=species:S:1:pos:R:3:forces:R:3
C 1.6162 2.0478 -0.9430 -0.68 1.10 -0.45
C 0.3240 1.3481 -0.5344 0.64 -0.99 1.21
N 0.6475 0.0052 0.0021 -2.94 -0.73 -3.53
C -1.6615 -0.2325 0.8993 -1.76 -2.09 -0.17
C -0.4265 -0.8492 0.2637 2.22 2.26 4.67
C 0.2023 -2.0493 1.0633 0.37 -1.20 -0.38
O -1.0606 -0.6458 -2.2226 0.00 -1.48 2.30
H 1.6411 2.4002 -1.9744 -0.08 -0.68 -0.24
H 1.6212 3.0076 -0.4411 0.38 0.03 0.54
H 2.5090 1.4820 -0.7029 0.03 -0.03 0.00
H -0.1554 1.8451 0.3094 -0.49 0.36 -0.55
H -0.3921 1.0373 -1.3588 0.30 0.72 0.51
H 1.0366 -0.4607 -0.8321 1.79 -0.26 0.99
H -2.1710 -1.0982 1.3512 0.29 0.15 0.33
H -1.5074 0.4672 1.7188 0.33 0.35 -0.39
H -2.4905 0.0069 0.2085 0.84 0.91 -0.02
H -0.9460 -1.2760 -0.7496 -0.37 0.73 -3.81
H 1.2854 -1.9439 1.0959 -0.01 0.00 -0.38
H -0.0063 -3.0671 0.7152 -0.31 0.37 -0.14
H -0.0658 -2.0247 2.1317 -0.55 0.48 -0.48
```
Positions in Å, forces in eV/Å.

The value obtained for the electronic energy is -327.73198 Eh. The energy relative to the best compared isomer or geometry (same formula, charge and spin) is 177.78 kcal per mole. The orbital gap (alpha / beta) is 6.9772 / 6.8642 eV. The total charge is +1. Its multiplicity is 2. As for the largest force on an atom: 5.650 eV/Å.

Formula: C5H13NO
Source: the Open Molecules 2025 dataset
Level of theory: ωB97M-V with the def2-TZVPD basis set

```
20
Properties=species:S:1:pos:R:3:forces:R:3
C -1.4545 1.4859 -1.2817 -0.35 0.94 0.25
C -0.5729 0.3521 -1.7415 0.92 -0.11 0.02
C 0.2724 -0.3352 -0.6885 -1.67 -1.51 -0.91
C 1.4987 0.0976 -0.1986 0.11 0.46 0.59
N 2.0756 -0.4071 0.8830 0.87 -0.43 -0.63
C -0.1683 -1.7638 -0.4124 1.27 0.50 0.02
H -2.2027 1.1664 -0.5632 0.28 -0.04 0.59
H -0.8420 2.3193 -0.9305 -0.32 -0.05 0.34
H -2.0952 1.8867 -2.0682 0.43 -0.18 -0.44
H -1.2137 -0.3910 -2.2060 0.24 -0.17 -0.15
H 0.1534 0.7303 -2.4697 -0.19 0.03 -0.26
H 2.0529 0.9063 -0.6630 -0.24 0.18 0.02
H 1.8246 -1.2879 1.3267 -0.43 0.33 -0.14
H 3.0465 -0.1564 1.0273 -0.09 0.19 0.29
H -0.4764 -2.1901 -1.3618 -0.33 -0.02 -0.03
H -0.9753 -1.8581 0.3095 -0.15 0.01 0.09
H 0.7060 -2.3514 -0.1176 -0.33 -0.15 0.34
H -0.4725 0.1943 3.0360 0.59 -0.04 0.97
H -1.2080 0.1613 1.7956 -0.49 -0.21 -1.18
O -1.2800 0.5250 2.6634 -0.12 0.27 0.23
```
Positions in Å, forces in eV/Å.

The value obtained for the electronic energy is -327.99463 Eh. The energy relative to the best compared isomer or geometry (same formula, charge and spin) is 12.97 kcal per mole. The orbital gap (alpha / beta) is 10.5554 / 7.9200 eV. The total charge is +1. Its multiplicity is 2. As for the largest force on an atom: 2.430 eV/Å.

Formula: C5H13NO
Source: the Open Molecules 2025 dataset
Level of theory: ωB97M-V with the def2-TZVPD basis set

```
20
Properties=species:S:1:pos:R:3:forces:R:3
C -0.4354 -1.0454 1.6067 -0.18 0.25 0.82
N -1.5114 -0.5422 2.4872 0.32 0.24 -0.29
C 1.1663 -1.3786 -1.4278 -0.18 0.57 -0.34
C 0.1848 1.4277 -1.4002 -0.01 0.21 0.64
C 1.4906 0.9581 -0.9452 -0.34 0.29 -0.58
C 1.9838 -0.3274 -1.1472 0.47 -0.65 0.63
H -0.3336 -0.3488 0.7790 0.08 -0.26 -0.43
H 0.5321 -1.0482 2.1191 -0.15 -0.23 0.03
H -0.6855 -2.0651 1.2882 0.20 0.25 -0.20
H -1.9992 0.1759 1.9408 -0.31 -0.32 0.34
H 1.5447 -2.3755 -1.6128 0.02 -0.03 0.19
H 0.0971 -1.2121 -1.4913 0.02 -0.27 -0.05
H -0.1059 2.3520 -0.9089 0.03 0.02 0.18
H 0.3060 1.7089 -2.4580 -0.15 -0.34 -0.08
H -0.5870 0.6744 -1.2224 -0.07 0.15 -0.54
H 2.1443 1.7094 -0.5192 0.26 -0.05 0.06
H 3.0269 -0.5260 -0.9278 0.03 0.11 -0.17
H -1.1201 -0.0079 3.2565 0.08 -0.19 0.08
H -3.2945 0.8397 0.1128 0.06 -0.03 0.25
O -2.4040 1.0311 0.4705 -0.16 0.26 -0.54
```
Positions in Å, forces in eV/Å.

The value obtained for the electronic energy is -327.84522 Eh. The energy relative to the best compared isomer or geometry (same formula, charge and spin) is 106.72 kcal per mole. The orbital gap (alpha / beta) is 5.4236 / 5.2812 eV. The total charge is +1. Its multiplicity is 2. As for the largest force on an atom: 1.016 eV/Å.

Formula: C5H13NO2
Source: the Open Molecules 2025 dataset
Level of theory: ωB97M-V with the def2-TZVPD basis set

```
21
Properties=species:S:1:pos:R:3:forces:R:3
C 0.3870 1.0789 1.1762 3.15 0.15 1.40
C 0.8901 0.3834 0.0494 -4.63 -0.80 -1.92
C -1.0769 0.3079 -0.5070 1.94 -0.59 -0.58
C 1.3447 -1.0510 0.0875 0.03 0.12 0.16
C -1.0198 0.1112 -2.0056 -0.28 0.10 -0.12
N -1.6589 -0.7830 0.2489 -0.03 -0.21 0.15
O -0.2487 0.4676 2.1872 0.24 0.33 -0.62
O 2.3453 1.1962 1.3944 -1.14 0.37 1.16
H -0.7305 -0.3117 1.8024 0.12 0.08 -0.04
H 2.5036 0.7078 2.2153 0.08 0.16 -0.06
H 0.2210 2.1474 1.1079 0.08 -0.07 0.05
H 1.3051 1.0044 -0.7331 0.04 0.05 0.20
H -1.5998 1.2301 -0.2574 0.24 0.07 0.16
H -2.6747 -0.7476 0.2801 0.14 0.04 -0.02
H -1.3952 -1.6875 -0.1292 0.00 0.12 -0.02
H 0.9295 -1.6324 -0.7400 0.05 0.08 -0.04
H 2.4313 -1.0676 0.0097 -0.07 -0.03 0.00
H 1.0712 -1.5494 1.0182 0.01 0.08 0.00
H -0.4286 -0.7668 -2.2818 -0.02 0.03 0.07
H -2.0232 -0.0198 -2.4324 0.06 -0.03 0.01
H -0.5725 0.9819 -2.4907 0.00 -0.05 0.03
```
Positions in Å, forces in eV/Å.

The value obtained for the electronic energy is -403.40904 Eh. The energy relative to the best compared isomer or geometry (same formula, charge and spin) is 105.15 kcal per mole. The orbital gap (alpha / beta) is 8.3672 / 8.3677 eV. As for the largest force on an atom: 5.075 eV/Å.

Formula: C5H13NO2
Source: the Open Molecules 2025 dataset
Level of theory: ωB97M-V with the def2-TZVPD basis set

```
21
Properties=species:S:1:pos:R:3:forces:R:3
C 1.5005 -0.3388 -0.7659 -2.75 0.19 -0.66
C 0.3312 -1.1413 -0.1212 0.81 -1.55 1.40
C -0.2691 -2.1156 -1.1623 -1.19 -1.53 2.59
C -0.7208 -0.2674 0.5327 0.81 -0.19 0.75
N -0.1177 0.5600 1.5867 3.00 -2.56 -1.19
C -0.7815 1.5302 2.1978 -3.43 1.89 -0.35
O -1.9718 1.8985 1.9412 3.30 -1.59 0.53
H 1.7636 -0.9447 -1.6012 1.19 -0.42 -0.45
H 0.8942 0.4531 -1.2795 1.25 -0.18 0.45
H 2.3345 -0.0081 -0.1530 -0.20 0.10 -0.08
H 0.6968 -1.7435 0.7359 0.32 -0.04 -0.47
H -1.0634 -2.8713 -0.7582 1.60 1.29 -0.18
H 0.4175 -2.6830 -1.7547 0.75 -0.23 -0.06
H -0.8412 -1.5489 -1.7950 -1.38 1.55 -2.05
H -1.5270 -0.8223 0.9499 -0.56 -0.86 0.47
H -1.1630 0.3242 -0.1907 -0.86 1.62 -1.42
H 0.9355 0.2414 1.7145 -3.16 1.71 0.45
H -0.2390 2.0571 2.9689 0.51 0.13 0.39
O -0.2565 2.4489 -0.6394 1.55 -1.64 0.77
H -0.4219 2.9936 -1.3602 -1.23 2.17 -1.84
H 0.4991 1.9779 -1.0464 -0.33 0.12 0.95
```
Positions in Å, forces in eV/Å.

The value obtained for the electronic energy is -403.50013 Eh. The energy relative to the best compared isomer or geometry (same formula, charge and spin) is 47.99 kcal per mole. The orbital gap is 9.9546 eV. As for the SMILES: CC(C)CNC=O.O. As for the largest force on an atom: 4.114 eV/Å.

Formula: C5H13NO2
Source: the Open Molecules 2025 dataset
Level of theory: ωB97M-V with the def2-TZVPD basis set

```
21
Properties=species:S:1:pos:R:3:forces:R:3
C 1.3562 0.3791 -0.1310 0.69 0.26 0.53
C -0.0011 0.4091 -0.8012 0.48 -0.60 -2.40
C 0.3296 0.4740 -2.3208 -0.23 0.97 0.76
O 1.0660 1.3359 -2.7045 0.02 -0.20 -0.58
O -0.3381 -0.3137 -3.1923 0.27 -0.51 0.16
H 2.0306 -0.3950 -0.5104 -0.51 -0.29 -0.30
H 1.3770 0.2275 0.9421 -0.31 0.38 -0.20
H 1.8911 1.2816 -0.3947 -0.01 0.39 0.20
H -0.6296 -0.4379 -0.6252 -0.31 -0.72 0.48
H -0.6471 1.2865 -0.7572 0.34 0.27 0.89
H -0.5828 -1.1340 -2.7404 -0.26 0.19 -0.08
C 0.3894 -0.3850 2.8307 -2.39 0.10 2.35
C -1.1161 -0.1496 2.5192 1.59 -0.04 -0.14
N -1.7157 -1.4632 2.3732 -0.81 0.09 -0.31
H 0.6765 -1.2307 2.2242 0.96 0.47 -0.42
H 0.4231 -0.7217 3.8790 0.02 -0.36 -0.14
H 0.8436 0.5915 2.9428 0.92 -0.12 -0.97
H -1.5377 0.5440 3.2483 -0.28 -0.20 0.31
H -1.1231 0.3982 1.5780 -0.43 -0.24 -0.25
H -2.6844 -1.4054 2.0786 0.05 0.01 -0.02
H -1.7193 -1.9952 3.2342 0.18 0.15 0.12
```
Positions in Å, forces in eV/Å.

The value obtained for the electronic energy is -403.51772 Eh. The energy relative to the best compared isomer or geometry (same formula, charge and spin) is 36.95 kcal per mole. The orbital gap is 10.3204 eV. As for the SMILES: CCC(=O)O.CCN. As for the largest force on an atom: 3.353 eV/Å.